A 2-piece molecular cluster, C4H8NS overall at a distorted geometry. Source: the Open Molecules 2025 dataset; level of theory: wB97M-V/def2-TZVPD.

Geometry as XYZ:
```
14
Properties=species:S:1:pos:R:3
C 0.09053 -1.09088 0.08571
C 1.53715 -1.25359 -0.06263
C 0.60476 1.12624 -0.02797
C -1.74086 0.48241 0.22603
N -0.35517 0.11556 0.10604
S 2.22934 0.44637 -0.00201
H -0.57883 -1.93420 0.18616
H 1.78490 -1.74240 -1.01184
H 1.98062 -1.85791 0.73521
H 0.29303 1.92873 -1.55206
H 0.45367 2.01625 0.56313
H -2.34508 -0.38146 0.49666
H -1.85888 1.25877 0.98269
H -2.09518 0.88611 -0.72512
```

Computed properties:
Spin multiplicity: 1
HOMO-LUMO gap (Ha): 0.2904
LUMO energy (eV): -5.3
Total charge: +1
Energy above the lowest of the compared OMol25 structures with the same formula, charge and spin (kJ/mol): 190.59
Total energy (eV): -16593.4313
Max |F| (eV/Å): 5.0
HOMO energy (Ha): -0.4844


A 13-piece molecular cluster, C5H34N2O12 overall at a distorted geometry. Source: the Open Molecules 2025 dataset; level of theory: wB97M-V/def2-TZVPD.

Geometry as XYZ:
```
53
Properties=species:S:1:pos:R:3
C 0.32651 -1.13664 2.42255
C 0.73966 0.26058 1.95902
C 0.01722 0.54504 0.65987
C -1.30574 0.69072 0.63055
N -2.06617 0.75127 -0.58174
C -1.86940 1.90292 -1.10721
N 0.42754 -2.08967 1.31691
H -0.68973 -1.08794 2.82417
H 0.90876 -1.49061 3.28119
H 0.63474 1.17752 2.54986
H 1.83202 0.22272 1.92433
H 0.59056 0.55281 -0.25400
H -1.81947 0.70706 1.58552
H -1.40918 2.78753 -0.65652
H -2.39305 2.13284 -2.02650
H 0.98295 -2.90496 1.50818
H -0.47897 -2.40363 0.99984
H -1.44792 -0.22063 -4.25479
H -1.37702 0.18172 -2.68980
O -1.23171 -0.49205 -3.36001
H -0.62695 1.79831 4.13905
H -1.97555 2.01435 3.93972
O -1.44036 1.38278 4.45157
H 0.41518 -3.24456 -3.37647
H 0.04394 -4.57833 -2.87875
O 0.61419 -3.83501 -2.63729
H -1.74838 -3.97628 1.57801
H -3.09091 -4.25939 0.62843
O -2.16027 -4.18002 0.74569
H -1.98191 3.94673 2.31616
H -2.40981 2.84785 1.39557
O -2.43436 3.09964 2.32380
H 2.60005 -0.48994 -3.68541
H 0.98461 -0.45895 -3.69460
O 1.80343 -0.09058 -4.03003
H -0.01134 3.72278 2.43984
H 0.74771 4.62686 1.43548
O -0.01906 4.09178 1.55378
H 2.08681 2.16474 0.00663
H 3.02624 3.39445 0.15065
O 2.32981 3.01304 -0.38316
H 2.34081 -3.32353 2.97693
H 3.08608 -3.49796 1.67109
O 3.22101 -3.25815 2.59428
H -2.53519 -2.03801 -3.10396
H -1.51750 -3.06333 -2.86696
O -2.45288 -2.99805 -3.08782
H 3.82171 -0.16530 0.39329
H 2.79031 -0.50489 -0.59062
O 3.14337 0.26919 -0.13941
H 0.98206 2.26655 -3.98390
H -0.37280 2.32686 -3.41446
O 0.36836 2.90978 -3.59851
```

Computed properties:
Spin multiplicity: 1
HOMO-LUMO gap (Ha): 0.3454
LUMO energy (eV): 0.1
Total charge: 0
Energy above the lowest of the compared OMol25 structures with the same formula, charge and spin (kJ/mol): 548.49
Total energy (eV): -33284.2624
Max |F| (eV/Å): 2.5
HOMO energy (Ha): -0.3434